No. 1
Density functional theory data (ωB97M-V with the def2-TZVPD basis set) for a cluster of 5 separate species, C4H21N2O4S in total at a distorted geometry.

CARTESIAN COORDINATES (ANGSTROEM)
N: 0.02371 -0.67325 0.71189
C: 0.68278 0.32000 -0.30261
C: 2.01441 0.84276 0.21154
S: 2.16396 1.12598 1.92995
C: 0.96359 -0.54222 -1.54159
N: -0.37150 -0.79818 -2.22361
C: -0.33449 -1.93825 -3.14185
H: -0.97927 -0.43140 0.71519
H: 0.33191 -0.58709 1.69588
H: -0.05431 -1.69318 0.33722
H: -0.14137 0.94989 -0.65398
H: 2.83558 0.11802 -0.08751
H: 2.45340 1.61502 -0.48354
H: 2.86908 2.24822 2.02770
H: 1.76448 -0.21679 -2.25071
H: 1.15091 -1.65377 -1.39015
H: -0.77658 0.05374 -2.58187
H: -0.04303 -2.89921 -2.61396
H: 0.27047 -1.65396 -4.00299
H: -1.30046 -2.17090 -3.56121
H: -2.45263 3.60223 -0.42727
H: -3.00066 2.16080 -0.66214
O: -3.22971 3.09929 -0.67941
H: -2.99062 0.49553 -1.17570
H: -3.65074 0.54334 0.24940
O: -2.80766 0.33252 -0.21147
H: -0.93501 0.93628 3.37584
H: -1.67742 0.91163 2.09905
O: -0.75898 0.87874 2.41666
H: 0.24476 -4.09884 1.07702
H: 1.40676 -4.28584 0.17826
O: 0.85063 -3.56906 0.53468

ΔE to the lowest compared entry with this formula, charge and spin = 31.7 kcal per mole
molecular weight = 193.29 g mol⁻¹
HOMO level = -12.215 eV
LUMO level = -2.9 eV
charge = +1
frontier orbital gap = 9.354 eV

Results of the Löwdin charge analysis, in e, for atoms 1 through 2: atom 1 (N): 0.16, atom 2 (C): -0.30


No. 2
Density functional theory data (ωB97M-V with the def2-TZVPD basis set) for a cluster of 6 separate species, C4H21N2O7 in total at a distorted geometry.

CARTESIAN COORDINATES (ANGSTROEM)
N: 1.25198 0.69686 -0.02734
C: 0.11441 -0.25228 0.20536
C: -1.13984 0.19328 -0.64591
N: -2.34432 -0.29285 -0.34122
C: -2.43529 -1.49257 0.48053
C: -2.20848 -2.70277 -0.40016
O: -3.31841 -2.84570 -1.22122
O: -0.95725 0.98677 -1.57231
H: 1.10759 1.12185 -0.93252
H: 2.16362 0.06381 -0.00449
H: 1.44954 1.42302 0.74915
H: 0.33377 -1.23320 -0.20728
H: -0.05647 -0.60118 1.22240
H: -3.08100 0.28028 -0.73902
H: -1.68386 -1.48842 1.32944
H: -3.38529 -1.53360 1.09610
H: -2.13562 -3.58802 0.18238
H: -1.33634 -2.74463 -1.03582
H: -3.78708 -2.20539 -1.74087
H: -2.96908 0.56606 1.87414
H: -1.74904 0.91458 2.78187
O: -2.16294 0.26240 2.18286
H: 3.77413 -0.63751 -1.31430
H: 2.58479 -0.11079 -2.11071
O: 2.84169 -0.79485 -1.47354
H: 4.29845 1.29968 0.51026
H: 4.32974 -0.19682 1.01633
O: 4.03966 0.41380 0.28841
H: 0.95871 2.84994 -2.59297
H: 2.34989 2.24449 -2.82832
O: 1.69665 2.38775 -2.17944
H: 0.55145 3.17673 2.56303
H: 0.19081 1.56391 2.61457
O: 0.71343 2.27538 2.27060

ΔE to the lowest compared entry with this formula, charge and spin = 26.7 kcal per mole
2S+1 = 2
molecular weight = 209.22 g mol⁻¹
HOMO level (alpha / beta) = -2.661 / -9.887 eV
LUMO level (alpha / beta) = 0.2 / 0.1 eV
frontier orbital gap (alpha / beta) = 2.821 / 9.975 eV

Results of the Löwdin charge analysis, in e, for atoms 1 through 2: atom 1 (N): 0.11, atom 2 (C): -0.12


No. 3
Density functional theory data (ωB97M-V with the def2-TZVPD basis set) for a cluster of 7 separate species, C4H21NO6 in total.

CARTESIAN COORDINATES (ANGSTROEM)
C: 0.30607 0.96331 -1.51826
N: -0.19748 0.63107 1.44646
C: -0.91282 1.52437 0.62918
C: -0.65756 1.72452 -0.67240
C: -1.95542 2.32001 1.35941
H: 0.85176 0.18264 -0.98915
H: -0.15444 0.43169 -2.34920
H: 1.05184 1.60529 -2.00124
H: 0.16421 -0.18790 0.99185
H: -0.69830 0.35418 2.27573
H: -1.20164 2.50096 -1.19927
H: -1.52608 2.72185 2.29000
H: -2.79665 1.68834 1.64457
H: -2.28596 3.17646 0.77539
H: -1.99200 -1.48764 -0.10580
H: -2.26715 -0.27601 -1.06035
O: -2.36672 -1.22791 -0.97627
H: 2.99717 0.28784 0.44670
H: 3.93830 -0.47114 -0.53477
O: 3.28846 -0.62247 0.16422
H: 1.77178 -3.32737 0.18150
H: 2.00222 -1.75328 0.07344
O: 1.32863 -2.47576 0.01478
H: 0.12499 -2.43923 -2.00250
H: -1.33365 -1.98858 -2.12559
O: -0.59082 -2.34685 -2.65437
H: 1.94556 2.34411 0.10649
H: 1.59606 1.63610 1.38126
O: 2.36718 1.92156 0.84884
H: -0.18340 -2.32600 0.92947
H: -1.52797 -2.97070 1.34430
O: -1.08619 -2.11349 1.28562

ΔE to the lowest compared entry with this formula, charge and spin = 0.0 kcal per mole
molecular weight = 179.21 g mol⁻¹
HOMO level = -8.622 eV
LUMO level = 0.4 eV
frontier orbital gap = 8.987 eV
SMILES string = C/C=C(/C)N.O.O.O.O.O.O

Results of the Löwdin charge analysis, in e, for atoms 1 through 2: atom 1 (C): -0.10, atom 2 (N): 0.09


No. 4
Density functional theory data (ωB97M-V with the def2-TZVPD basis set) for a cluster of 6 separate species, C4H21NO6 in total at a distorted geometry.

CARTESIAN COORDINATES (ANGSTROEM)
C: -0.07062 -0.23989 1.86548
N: -0.01665 -1.11495 0.69270
C: 0.04828 -2.51917 1.12814
C: 1.15039 -0.79757 -0.16595
C: 0.67384 -0.45261 -1.57424
O: 0.15819 0.88871 -1.63254
H: -1.01908 -0.39356 2.38032
H: 0.75375 -0.43592 2.56907
H: -0.01000 0.80104 1.54745
H: 0.89107 -2.69577 1.80671
H: 0.12421 -3.17204 0.26214
H: -0.86618 -2.73778 1.68728
H: 1.87988 -1.61104 -0.22547
H: 1.71974 0.03590 0.24799
H: -0.08857 -1.15052 -1.92748
H: 1.48934 -0.38862 -2.29589
H: -0.73449 0.92387 -1.29013
H: -1.82677 -2.83515 -1.21544
H: -1.09855 -2.00153 -0.10648
O: -1.94365 -2.09777 -0.60629
H: -2.29908 3.63631 0.79359
H: -1.98409 2.31800 0.02952
O: -1.76489 3.28134 0.07758
H: -1.60802 0.01086 0.57850
H: -2.70971 -0.06990 -0.50049
O: -2.25806 0.53337 0.09828
H: 0.76056 2.08407 -0.48572
H: 0.00083 3.14749 0.28905
O: 0.88496 2.76283 0.19330
H: 3.92341 1.85999 -1.38172
H: 2.46549 1.35503 -1.36242
O: 3.37447 1.07496 -1.47683

ΔE to the lowest compared entry with this formula, charge and spin = 40.0 kcal per mole
molecular weight = 179.21 g mol⁻¹
HOMO level = -9.873 eV
LUMO level = 0.5 eV
frontier orbital gap = 10.368 eV
SMILES string = CN(C)CCO.O.O.O.O.O

Results of the Löwdin charge analysis, in e, for atoms 1 through 2: atom 1 (C): -0.08, atom 2 (N): -0.32


No. 5
Density functional theory data (ωB97M-V with the def2-TZVPD basis set) for a cluster of 6 separate species, C4H22N2O5 in total at a distorted geometry.

CARTESIAN COORDINATES (ANGSTROEM)
C: 1.73288 0.33720 -0.24641
C: 0.81478 1.52626 -0.63069
C: 0.06021 2.24975 0.57559
C: -2.03808 2.46493 -0.61149
N: -1.42070 2.04525 0.40382
N: 1.37669 -0.95436 -0.96779
H: 2.77932 0.57753 -0.35485
H: 1.63917 0.09974 0.81625
H: 1.55875 2.26877 -0.92832
H: 0.08316 1.48189 -1.42526
H: 0.49869 1.79986 1.45984
H: 0.24420 3.31647 0.50669
H: -1.64453 2.75935 -1.58035
H: -3.12649 2.52325 -0.61653
H: -1.81043 1.79533 1.30947
H: 1.67914 -1.75763 -0.40188
H: 1.91489 -1.00385 -1.83617
H: 0.38424 -0.95842 -1.19897
H: -2.24483 4.67379 2.70123
H: -1.72948 5.31068 1.50989
O: -1.58639 4.49488 2.01462
H: 3.23817 -3.63237 0.64673
H: 3.90945 -2.86576 -0.47190
O: 3.14003 -2.82897 0.11516
H: -1.40378 -3.34992 1.73245
H: -2.46748 -3.59397 0.88823
O: -1.83586 -2.83778 0.99939
H: -0.12273 -4.14296 -0.58553
H: 1.26757 -3.70645 -0.14089
O: 0.34541 -3.35419 -0.23382
H: -1.70618 -1.68725 -1.97318
H: -1.82964 -1.81528 -0.35435
O: -1.70017 -1.23576 -1.12100

ΔE to the lowest compared entry with this formula, charge and spin = 15.9 kcal per mole
2S+1 = 2
molecular weight = 178.23 g mol⁻¹
HOMO level (alpha / beta) = -19.536 / -19.532 eV
LUMO level (alpha / beta) = -10.1 / -17.3 eV
charge = +3
frontier orbital gap (alpha / beta) = 9.461 / 2.241 eV

Results of the Löwdin charge analysis, in e, for atoms 1 through 2: atom 1 (C): -0.09, atom 2 (C): -0.11


No. 6
Density functional theory data (ωB97M-V with the def2-TZVPD basis set) for a cluster of 9 separate species, C4H22N2O8 in total at a distorted geometry.

CARTESIAN COORDINATES (ANGSTROEM)
C: 0.48195 3.01749 0.17807
C: 0.24747 1.55127 -0.08253
C: -0.76678 0.93325 -0.73145
N: -0.51706 -0.42049 -0.66404
C: 0.59291 -0.58806 0.05043
N: 1.01482 0.61734 0.53947
H: -0.44305 3.59277 0.18250
H: 0.65885 3.08424 1.29021
H: 1.31188 3.52326 -0.26870
H: -1.70362 1.35484 -0.96574
H: 0.96223 -1.54065 0.42607
H: 1.93322 0.71006 0.81252
H: 4.28755 2.18418 -0.01723
H: 4.11666 0.69265 -0.21465
O: 3.75236 1.49347 0.15223
H: -3.11461 -2.52145 -2.49879
H: -1.92550 -1.79699 -1.75211
O: -2.40703 -2.66271 -1.88708
H: -1.05296 1.86343 -4.01448
H: -1.50949 0.62314 -3.19510
O: -1.55459 1.01778 -4.01616
H: -0.36985 -3.34734 -2.49524
H: 0.74704 -2.62970 -3.39603
O: -0.06263 -2.89780 -3.29900
H: -1.19262 -2.86028 -0.03006
H: -1.52612 -4.20729 0.53390
O: -1.06789 -3.38237 0.70722
H: 0.79821 -2.42124 3.37598
H: 0.67921 -3.24136 2.04829
O: 1.30213 -2.83948 2.69256
H: 1.70268 2.32851 3.84052
H: 0.48556 3.01325 3.85710
O: 0.87225 2.22056 4.33458
H: -1.61635 1.63107 1.31061
H: -2.63679 0.47744 1.52513
O: -2.48004 1.42717 1.67097

ΔE to the lowest compared entry with this formula, charge and spin = 59.2 kcal per mole
molecular weight = 226.23 g mol⁻¹
HOMO level = -9.249 eV
LUMO level = 0.0 eV
frontier orbital gap = 9.220 eV
SMILES string = Cc1cnc[nH]1.O.O.O.O.O.O.O.O

Results of the Löwdin charge analysis, in e, for atoms 1 through 2: atom 1 (C): -0.01, atom 2 (C): -0.34


No. 7
Density functional theory data (ωB97M-V with the def2-TZVPD basis set) for a cluster of 9 separate species, C4H22NO11 in total at a distorted geometry.

CARTESIAN COORDINATES (ANGSTROEM)
C: 2.81983 -1.00505 -0.27217
C: 2.12016 -1.18387 1.00588
C: 1.67684 -2.63025 1.13596
O: 1.90345 -3.57246 0.42094
N: 1.89633 -1.48340 -1.37498
C: 0.75657 -0.90402 -1.90190
O: -0.12803 -1.73423 -2.30508
O: 0.78169 0.32424 -2.17842
H: 2.96830 0.14932 -0.52990
H: 3.86232 -1.47797 -0.35539
H: 2.79930 -1.13827 2.01209
H: 1.15855 -0.67367 1.11693
H: 1.42594 -3.03720 2.16403
H: 1.85337 -2.51394 -1.47726
H: 1.24955 3.13524 1.96704
H: 2.40697 2.68617 1.24634
O: 2.07183 2.70828 2.05106
H: -4.00109 -0.43550 -1.44718
H: -2.76138 0.02539 -0.82617
O: -3.78111 0.10327 -0.63981
H: -1.19957 2.44097 -2.34407
H: -0.51801 1.13604 -1.95107
O: -1.23639 1.93134 -1.65099
H: -2.32646 -2.25767 1.26296
H: -2.16172 -0.86961 0.75094
O: -1.78933 -1.49727 1.30827
H: -0.87253 2.28901 2.66379
H: 0.30910 1.66841 3.35128
O: -0.22710 2.45715 3.31893
H: -3.04334 1.14318 0.67093
H: -1.71948 1.76872 0.50145
O: -2.20166 1.20391 1.13229
H: 0.55314 2.82480 -1.21036
H: 1.32102 1.71577 -1.39434
O: 1.53006 2.64588 -1.02081
H: -2.87946 -1.99404 -1.05968
H: -1.81532 -1.90600 -2.11373
O: -2.80235 -2.04267 -2.02779

ΔE to the lowest compared entry with this formula, charge and spin = 76.5 kcal per mole
molecular weight = 260.22 g mol⁻¹
HOMO level = -5.952 eV
LUMO level = 3.0 eV
charge = -1
frontier orbital gap = 8.939 eV

Results of the Löwdin charge analysis, in e, for atoms 1 through 2: atom 1 (C): -0.19, atom 2 (C): -0.17


No. 8
Density functional theory data (ωB97M-V with the def2-TZVPD basis set) for a structure of composition C4H22NO7.

CARTESIAN COORDINATES (ANGSTROEM)
C: 2.17633 -1.43171 -0.74683
C: 0.94016 -0.60297 -1.00494
N: 0.00396 -0.72519 0.12532
C: -1.35517 -0.30365 -0.25288
C: -1.39388 1.11601 -0.80383
O: -0.74445 2.05632 0.03634
H: 2.72181 -1.02218 0.11323
H: 1.89859 -2.42725 -0.40825
H: 2.80287 -1.56410 -1.63222
H: 0.42793 -1.01990 -1.87651
H: 1.19067 0.44259 -1.17788
H: 0.27471 -0.00668 0.79315
H: -1.71279 -1.01939 -1.00328
H: -1.95033 -0.27015 0.64818
H: -2.42606 1.43789 -0.96339
H: -0.93071 1.16304 -1.80009
H: 1.47669 1.97270 -3.28476
H: 1.52350 0.46433 -3.35740
O: 1.88051 1.24861 -3.78917
H: 0.31687 -0.24786 3.12058
H: 1.33032 -0.81654 2.17962
O: 1.12047 -0.79916 3.11876
H: -0.84331 -3.94920 0.94124
H: -1.33783 -2.75723 0.11065
O: -1.24728 -3.72361 0.08985
H: -0.69304 1.78498 1.23235
H: -1.61476 2.06796 2.45133
O: -0.80258 1.54527 2.43468
H: -1.92154 -1.33044 2.95780
H: -1.75033 0.26077 2.81770
O: -2.35861 -0.49040 3.10265
H: 1.76218 3.16632 -1.26054
H: 0.28741 2.68791 -1.14522
O: 0.94770 3.09290 -1.76625

ΔE to the lowest compared entry with this formula, charge and spin = 3.5 kcal per mole
molecular weight = 196.22 g mol⁻¹
HOMO level = -5.819 eV
LUMO level = 3.2 eV
charge = -1
frontier orbital gap = 9.068 eV

Results of the Löwdin charge analysis, in e, for atoms 1 through 2: atom 1 (C): -0.09, atom 2 (C): -0.30